Here is a cluster of 7 separate species, C29H58F6N2O7 in total at a distorted geometry from the OMol25 dataset. Energies are from the ωB97M-V functional and the def2-TZVPD basis.

```
102
Properties=species:S:1:pos:R:3:forces:R:3
C 2.673 -8.926 12.705 0.00 -0.39 -0.76
C 1.339 -9.404 13.232 0.29 0.70 0.18
O 1.507 -10.660 13.927 0.19 -0.35 -0.03
C 0.608 -11.592 13.691 0.02 -0.08 0.29
O -0.393 -11.493 13.044 0.00 -0.24 0.33
C 0.935 -12.924 14.413 0.13 -0.17 -0.10
F 0.136 -13.054 15.480 0.06 0.02 -0.07
F 0.702 -13.957 13.588 0.08 0.33 0.22
F 2.203 -12.996 14.823 -0.13 0.01 -0.02
H 2.493 -8.113 11.997 -0.07 0.20 0.37
H 3.144 -9.694 12.082 0.00 -0.08 0.28
H 3.370 -8.610 13.475 -0.04 0.00 0.10
H 0.605 -9.508 12.442 -0.05 -0.01 0.03
H 0.979 -8.682 13.966 -0.27 -0.15 -0.04
C -1.425 -10.870 10.485 0.17 0.24 -0.21
C -0.759 -12.082 9.881 0.03 -0.24 0.38
O -1.185 -12.369 8.526 -0.04 0.33 -0.26
C -2.454 -12.674 8.348 0.55 -0.19 0.05
O -3.285 -12.840 9.191 -0.35 0.06 0.03
C -2.709 -12.969 6.856 0.19 -0.25 0.12
F -1.976 -12.216 6.048 -0.01 0.02 -0.03
F -2.379 -14.261 6.665 -0.05 0.12 -0.25
F -3.992 -12.821 6.542 -0.14 0.07 0.02
H -1.421 -10.027 9.794 0.03 -0.05 -0.13
H -0.843 -10.579 11.359 -0.40 0.05 -0.35
H -2.444 -11.090 10.785 0.01 0.08 0.07
H -0.928 -12.985 10.470 -0.12 0.09 0.07
H 0.316 -11.939 9.819 0.02 0.01 -0.30
C 1.094 -9.319 5.269 0.32 -0.43 0.02
C 1.856 -8.628 6.396 0.42 0.89 -0.04
N 1.043 -8.210 7.528 -0.16 -0.91 0.01
C -0.013 -7.278 7.204 -0.10 0.39 0.23
C -1.151 -7.350 8.219 0.32 0.02 -0.24
C 1.835 -7.740 8.639 0.53 -0.26 0.14
C 2.923 -8.707 9.103 0.29 0.11 -0.14
H 0.038 -9.077 5.201 -0.01 0.15 0.10
H 1.154 -10.400 5.406 -0.10 0.01 -0.06
H 1.544 -9.084 4.304 0.01 -0.03 0.00
H 2.643 -9.280 6.772 -0.22 -0.25 -0.04
H 2.445 -7.757 6.023 -0.35 -0.04 -0.18
H 0.385 -6.245 7.167 -0.04 -0.04 -0.15
H -0.409 -7.523 6.223 0.02 0.14 -0.08
H -0.779 -7.170 9.225 -0.15 -0.11 0.11
H -1.910 -6.596 8.008 -0.09 -0.08 -0.07
H -1.569 -8.355 8.155 -0.22 0.07 0.20
H 1.186 -7.595 9.501 -0.14 0.30 -0.07
H 2.324 -6.780 8.377 -0.13 0.05 0.17
H 2.552 -9.728 9.214 -0.13 0.05 0.09
H 3.312 -8.357 10.060 -0.04 -0.11 -0.07
H 3.782 -8.746 8.429 -0.10 0.03 -0.03
C 0.015 -19.144 10.080 -0.62 -0.55 0.19
C -1.172 -18.346 9.519 0.15 0.17 -0.08
N -1.178 -16.968 9.978 0.32 0.33 0.36
C -1.996 -16.097 9.156 -0.16 -0.28 -0.31
C -3.469 -16.481 9.047 -0.12 0.02 -0.02
C -1.472 -16.893 11.401 -0.16 -0.09 0.21
C -1.624 -15.490 11.969 -0.42 -0.20 -0.49
H -0.340 -19.769 10.905 0.20 0.09 0.07
H 0.816 -18.516 10.459 0.04 0.17 -0.19
H 0.404 -19.841 9.338 0.11 0.12 -0.06
H -1.150 -18.323 8.427 0.12 -0.01 0.03
H -2.113 -18.853 9.798 0.07 -0.04 -0.06
H -1.919 -15.072 9.511 0.11 0.00 0.12
H -1.568 -16.102 8.151 0.06 -0.01 0.00
H -3.958 -16.573 10.019 0.03 0.18 0.05
H -3.983 -15.717 8.463 -0.15 -0.11 0.04
H -3.592 -17.446 8.553 0.00 0.05 -0.12
H -0.672 -17.400 11.947 -0.02 -0.11 -0.09
H -2.410 -17.434 11.633 0.11 -0.10 0.02
H -0.781 -14.844 11.726 0.09 -0.07 0.16
H -1.765 -15.575 13.044 0.17 0.18 0.09
H -2.530 -15.039 11.554 0.05 0.17 0.13
C -6.192 -9.875 11.792 -0.85 0.29 -0.27
C -5.329 -10.818 12.575 0.90 0.06 0.04
C -4.719 -11.983 11.837 -0.25 0.25 0.08
O -5.011 -10.567 13.716 -0.29 -0.01 0.17
H -6.470 -9.018 12.404 0.09 -0.01 0.04
H -7.122 -10.342 11.448 0.12 -0.19 0.13
H -5.713 -9.533 10.871 0.25 -0.06 0.13
H -3.776 -12.256 12.304 -0.03 -0.05 0.06
H -4.549 -11.674 10.810 -0.03 -0.32 -0.15
H -5.388 -12.844 11.854 -0.04 0.00 -0.12
C -5.555 -10.599 4.320 0.46 0.82 0.58
C -4.094 -10.259 4.054 0.17 -0.10 -0.94
C -3.649 -8.822 4.225 -0.45 0.63 -0.12
O -3.317 -11.086 3.637 -0.17 -0.05 0.23
H -6.059 -9.692 4.659 -0.17 -0.17 0.07
H -5.577 -11.337 5.120 -0.20 -0.19 -0.17
H -6.058 -10.946 3.423 0.15 -0.28 -0.07
H -4.488 -8.131 4.085 -0.01 -0.14 0.29
H -2.916 -8.512 3.482 0.26 -0.46 0.06
H -3.231 -8.659 5.221 -0.03 -0.05 0.03
C -2.731 -8.217 13.499 0.59 -0.40 0.40
C -2.094 -7.429 12.391 -0.59 0.00 -0.34
C -2.775 -6.156 11.940 -0.11 -0.11 0.49
O -1.081 -7.797 11.847 0.50 -0.10 -0.07
H -3.788 -8.432 13.364 -0.10 0.32 0.00
H -2.569 -7.675 14.438 -0.33 0.10 -0.07
H -2.217 -9.172 13.623 0.00 0.02 -0.19
H -2.036 -5.521 11.462 -0.10 0.14 -0.05
H -3.250 -5.671 12.797 0.13 0.16 -0.09
H -3.585 -6.383 11.244 0.10 -0.13 -0.10
```
Positions in Å, forces in eV/Å.

The LUMO energy is 0.40 eV. As for the total charge: 0. The frontier orbital gap comes out at 8.43 eV. Its SMILES is CCOC(=O)C(F)(F)F.CCOC(=O)C(F)(F)F.CCN(CC)CC.CCN(CC)CC.CC(C)=O.CC(C)=O.CC(C)=O. The max |F| comes out at 0.02151 hartree/bohr.